The following is a DFT calculation (ωB97M-V with the def2-TZVPD basis set) of a molecular structure, C11H24Cs2F2KLiN2NaO11S3.

Results
**Charge**: -1
**HOMO energy**: -0.0833 Ha
**Orbital gap**: 1.714 eV
**Electronic energy**: -3574.6844 a.u.

Atoms and positions in Å:
1 C 0.948 -0.277 4.066
2 C 1.292 -0.641 2.605
3 C -0.069 -0.919 1.903
4 N -0.293 0.130 0.894
5 O 0.277 -0.235 -0.347
6 C 1.148 0.834 -0.796
7 O 1.118 1.840 -0.154
8 N 1.850 0.569 -1.965
9 S 1.710 1.914 -3.109
10 C 3.262 0.154 -1.687
11 C 3.971 1.033 -0.678
12 F 3.720 2.392 -0.864
13 H 0.989 -1.133 4.657
14 H 1.700 0.416 4.446
15 H -0.026 0.217 4.153
16 H 1.967 -1.500 2.476
17 H 1.788 0.235 2.187
18 H -0.059 -1.950 1.497
19 H -0.868 -0.834 2.643
20 H -1.281 0.373 0.799
21 H 1.039 2.746 -2.297
22 H 3.369 -0.906 -1.369
23 H 3.793 0.238 -2.643
24 H 5.033 0.882 -0.838
25 H 3.787 0.731 0.356
26 F 5.289 -1.081 -1.216
27 Na -1.210 1.648 -1.265
28 C -5.227 -0.399 -4.796
29 S -3.590 -1.031 -4.469
30 O -3.054 -0.243 -3.299
31 C -2.768 -0.387 -5.918
32 H -5.862 -0.675 -3.957
33 H -5.184 0.685 -4.894
34 H -5.603 -0.856 -5.711
35 H -2.880 0.697 -5.941
36 H -3.210 -0.842 -6.804
37 H -1.710 -0.651 -5.851
38 C 2.161 -0.851 -5.135
39 O 3.174 -0.074 -4.902
40 O 2.211 -2.127 -4.925
41 O 1.072 -0.424 -5.706
42 Cs -0.677 -1.705 -1.715
43 Cs 4.073 -1.874 -3.272
44 K 1.630 -2.698 4.302
45 C -1.220 3.750 4.621
46 C -1.171 2.601 5.656
47 O -0.560 1.491 5.207
48 H -1.768 3.423 3.729
49 H -1.726 4.638 5.024
50 H -0.206 4.041 4.329
51 H -2.232 2.447 5.973
52 H -0.697 3.053 6.566
53 Li 2.634 -0.159 -7.120
54 O -1.552 -3.936 6.345
55 S -2.397 -3.739 5.135
56 O -3.384 -4.829 4.981
57 O -1.458 -3.779 3.940
58 O -3.068 -2.424 5.150

---

The following is a DFT calculation (ωB97M-V with the def2-TZVPD basis set) of a molecular structure, C38H45MnN2O8P4S.

Results
**Charge**: +2
**HOMO energy (alpha / beta)**: -0.5063 / -0.5041 Ha
**Orbital gap (alpha / beta)**: 7.343 / 7.270 eV
**Electronic energy**: -5100.8258 a.u.

Atoms and positions in Å:
1 Mn 0.020 0.111 0.241
2 C -2.060 -0.347 -2.583
3 C -2.391 -1.527 -1.671
4 P -2.135 -0.904 0.037
5 C -2.478 -2.254 1.193
6 C -2.392 -3.586 0.801
7 C -2.666 -4.598 1.710
8 C -3.029 -4.286 3.011
9 C -3.138 -2.956 3.404
10 C -2.867 -1.943 2.499
11 C -3.635 0.128 0.149
12 C -3.603 1.452 -0.274
13 C -4.772 2.191 -0.385
14 C -5.990 1.600 -0.083
15 C -6.033 0.276 0.338
16 C -4.865 -0.461 0.456
17 P -0.478 0.486 -2.086
18 C -0.703 2.271 -2.331
19 C -1.790 2.820 -3.009
20 C -1.876 4.194 -3.187
21 C -0.875 5.028 -2.708
22 C 0.226 4.486 -2.056
23 C 0.306 3.116 -1.861
24 C 0.614 0.029 -3.476
25 C 1.474 0.951 -4.068
26 C 2.248 0.582 -5.160
27 C 2.176 -0.707 -5.666
28 C 1.323 -1.634 -5.078
29 C 0.548 -1.270 -3.990
30 H -2.852 0.395 -2.512
31 H -1.979 -0.654 -3.621
32 H -1.736 -2.368 -1.866
33 H -3.429 -1.835 -1.783
34 H -2.140 -3.830 -0.225
35 H -2.616 -5.636 1.402
36 H -3.245 -5.079 3.718
37 H -3.446 -2.707 4.411
38 H -2.972 -0.909 2.798
39 H -2.656 1.896 -0.532
40 H -4.732 3.225 -0.707
41 H -6.907 2.166 -0.176
42 H -6.984 -0.186 0.572
43 H -4.914 -1.490 0.791
44 H -2.570 2.186 -3.414
45 H -2.726 4.611 -3.715
46 H -0.948 6.099 -2.853
47 H 1.020 5.129 -1.696
48 H 1.162 2.702 -1.343
49 H 1.530 1.968 -3.703
50 H 2.900 1.312 -5.625
51 H 2.774 -0.988 -6.523
52 H 1.255 -2.638 -5.479
53 H -0.111 -2.000 -3.533
54 O -0.152 -0.755 4.527
55 P 0.441 -0.461 3.111
56 O 1.315 -1.574 2.664
57 O -0.603 0.028 2.131
58 O 1.452 0.819 3.375
59 P 2.697 1.033 2.403
60 O 3.555 -0.253 2.390
61 O 3.347 2.317 2.485
62 O 1.798 0.965 0.953
63 H -0.367 0.001 5.101
64 H 2.979 -1.061 2.493
65 C -0.819 4.512 1.646
66 C -1.404 3.312 0.939
67 O -0.389 2.287 0.768
68 H -1.563 5.309 1.683
69 H 0.058 4.888 1.114
70 H -0.535 4.270 2.674
71 H -1.747 3.593 -0.056
72 H -2.243 2.898 1.498
73 H 0.215 2.405 1.506
74 C 1.189 -5.194 2.359
75 N 0.836 -4.010 1.574
76 C 0.703 -3.887 0.278
77 S 0.605 -2.321 -0.504
78 N 0.639 -4.916 -0.572
79 C 0.490 -6.351 -0.314
80 H 1.757 -4.858 3.223
81 H 1.813 -5.875 1.788
82 H 0.303 -5.718 2.719
83 H 0.804 -3.126 2.078
84 H 0.648 -4.639 -1.539
85 H -0.010 -6.526 0.633
86 H 1.450 -6.867 -0.319
87 H -0.127 -6.771 -1.105
88 C 1.821 0.284 -0.193
89 C 3.063 0.126 -0.864
90 C 4.117 1.013 -0.533
91 C 5.305 0.963 -1.223
92 C 5.483 0.023 -2.236
93 C 4.469 -0.878 -2.550
94 C 3.266 -0.826 -1.882
95 H 3.990 1.763 0.240
96 H 6.101 1.652 -0.969
97 H 6.420 -0.007 -2.779
98 H 4.620 -1.625 -3.318
99 H 2.498 -1.549 -2.090

---

The following is a DFT calculation (ωB97M-V with the def2-TZVPD basis set) of a molecular structure, C4H7EuO3.

Results
**Charge**: +1
**2S+1**: 8
**HOMO energy (alpha / beta)**: -0.4252 / -0.4280 Ha
**Orbital gap (alpha / beta)**: 6.150 / 6.365 eV
**Electronic energy**: -1092.3185 a.u.

Atoms and positions in Å:
1 H -0.768 2.502 2.210
2 O -0.586 -0.676 -0.091
3 C -1.114 0.114 0.863
4 O -2.346 0.325 0.646
5 Eu -2.551 2.253 -0.845
6 O -0.419 0.509 1.915
7 C -0.470 1.872 1.362
8 H 0.552 2.128 1.053
9 C 0.813 -0.962 -0.205
10 H 1.435 -0.081 -0.003
11 H 1.065 -1.695 0.573
12 C 1.054 -1.480 -1.602
13 H 0.252 -2.160 -1.920
14 H 1.058 -0.654 -2.325
15 H 2.024 -1.995 -1.629